[1]
The following is a DFT calculation (wB97M-V/def2-TZVPD) of a gas-phase ion, C5H5ClNS (charge +1) at a distorted geometry.

The calculation puts the HOMO-LUMO gap at 7.8 eV. As for the LUMO energy: -5.51 eV. As for the molar mass: 146.6 g/mol. For the energy above the lowest of the compared OMol25 structures with the same formula, charge and spin, the calculation gives 0.000 eV. The value obtained for the energy is -1106.3484 hartree. Its strongest force on any atom is 3.84 eV/A. As for the net charge: +1. The HOMO energy is -13.294 eV.

Geometry as XYZ:
```
13
Properties=species:S:1:pos:R:3:forces:R:3
C 2.06988 -1.04860 -0.35576 2.92 -1.32 0.35
C -0.36105 -0.96200 0.13863 -1.75 -0.72 0.72
C 0.80927 -0.42289 -0.18464 -2.10 -0.95 -0.26
C 3.13727 -0.20635 -0.09921 -2.76 -0.74 -0.14
C 0.79486 0.97566 -0.00424 3.37 1.83 -0.06
N -0.13716 1.86194 0.15341 -2.29 1.74 -0.72
S 2.43206 1.48326 0.12368 1.06 -0.19 0.21
Cl 4.77423 -0.53802 0.21838 -0.70 0.31 -0.43
H 2.09757 -2.17874 -0.55508 0.31 1.99 0.46
H -0.64102 -1.94434 0.49009 0.73 -0.59 -0.62
H -1.10445 1.65295 -0.15379 0.91 0.12 0.46
H -1.24512 -0.34255 0.24710 0.20 0.28 0.04
H 0.03704 2.89788 0.23923 0.11 -1.77 0.00
```
Forces are in eV/Å.

natural (NBO) population analysis, charges in e, atoms 1 to 5:
1. C -0.251
2. C -0.133
3. C -0.187
4. C -0.156
5. C 0.202

[2]
The following is a DFT calculation (wB97M-V/def2-TZVPD) of a single C5H5F molecule at a distorted geometry.

The calculation puts the HOMO-LUMO gap (spin up / spin down) at 8.7 / 8.2 eV. As for the LUMO energy (spin up / spin down): -0.73 / -0.94 eV. As for the molar mass: 84.1 g/mol. For the energy above the lowest of the compared OMol25 structures with the same formula, charge and spin, the calculation gives 4.801 eV. The value obtained for the energy is -293.1656 hartree. Its strongest force on any atom is 2.93 eV/A. The HOMO energy (spin up / spin down) is -9.421 / -9.150 eV.

Geometry as XYZ:
```
11
Properties=species:S:1:pos:R:3:forces:R:3
C 0.65323 1.21863 -0.25709 -0.37 -1.43 0.11
C 1.47668 0.22345 -0.08960 1.60 -1.17 -0.05
C 1.00512 -1.15542 0.07290 -0.32 2.17 -0.08
C -0.12494 -1.76934 0.16223 -2.51 1.27 -0.82
C -0.79839 1.30460 -0.10346 -1.87 1.66 1.05
F 2.85261 0.26562 -0.08142 -0.80 0.60 -0.14
H -0.18443 -2.78732 0.29905 0.19 -2.34 0.49
H -1.20861 -1.38033 -0.03838 2.08 -0.05 0.39
H -1.18767 2.35193 -0.45319 0.53 -2.04 0.46
H -1.02706 1.25664 1.02219 0.26 0.17 -1.41
H -1.45656 0.47155 -0.53324 1.21 1.15 0.00
```
Forces are in eV/Å.

natural (NBO) population analysis, charges in e, atoms 1 to 5:
1. C 0.131
2. C 0.149
3. C 0.149
4. C -0.528
5. C -0.737

[3]
The following is a DFT calculation (wB97M-V/def2-TZVPD) of a single C5H5F2N molecule at a distorted geometry.

The calculation puts the HOMO-LUMO gap at 9.0 eV. As for the LUMO energy: 0.81 eV. As for the molar mass: 117.1 g/mol. For the energy above the lowest of the compared OMol25 structures with the same formula, charge and spin, the calculation gives 2.858 eV. The value obtained for the energy is -447.9099 hartree. Its strongest force on any atom is 6.51 eV/A. As for the SMILES: Cn1ccc(F)c1F. The HOMO energy is -8.161 eV.

Geometry as XYZ:
```
13
Properties=species:S:1:pos:R:3:forces:R:3
C 0.72181 1.78931 -0.18505 -2.30 0.85 4.06
N -0.17786 0.54606 -0.17541 3.00 0.30 -2.30
C 0.07860 -0.57284 -1.10902 -2.52 0.86 3.67
C -0.37516 -1.72831 -0.58997 0.64 -1.81 2.33
C -0.72526 -1.45605 0.83982 1.77 1.55 -6.07
F -1.34647 -2.26464 1.62530 -0.78 -0.94 1.66
C -0.52326 -0.11406 0.89727 -2.12 -2.70 4.48
F -0.85194 0.37121 2.08426 -0.01 2.38 0.81
H 0.13820 2.74531 -0.12237 -0.21 -1.13 0.04
H 1.14334 1.85642 -1.08382 1.95 -0.19 -3.63
H 1.50338 1.99309 0.63174 -1.10 -1.44 -0.95
H 0.60129 -0.37550 -1.92030 2.11 0.88 -3.71
H -0.18668 -2.79000 -0.89246 -0.44 1.39 -0.40
```
Forces are in eV/Å.

natural (NBO) population analysis, charges in e, atoms 1 to 5:
1. C -0.404
2. N -0.374
3. C -0.067
4. C -0.311
5. C 0.240

[4]
The following is a DFT calculation (wB97M-V/def2-TZVPD) of a single C5H5F3 molecule at a distorted geometry.

The calculation puts the HOMO-LUMO gap at 10.8 eV. As for the LUMO energy: 0.95 eV. As for the molar mass: 122.1 g/mol. For the energy above the lowest of the compared OMol25 structures with the same formula, charge and spin, the calculation gives 0.292 eV. The value obtained for the energy is -493.0631 hartree. Its strongest force on any atom is 1.10 eV/A. As for the SMILES: C=C(F)[C@H]1CC1(F)F. The HOMO energy is -9.849 eV.

Geometry as XYZ:
```
13
Properties=species:S:1:pos:R:3:forces:R:3
C -1.97413 0.33470 0.44130 0.24 -0.32 -0.29
C -1.11520 -0.52737 -0.10171 -0.69 0.46 0.50
F -1.45920 -1.83186 -0.19394 0.06 0.00 -0.07
C 0.23130 -0.28044 -0.65694 -0.14 0.16 0.83
C 1.07459 0.90578 -0.16183 -0.59 0.41 0.83
C 1.43877 -0.47080 0.18947 -0.12 -0.32 0.33
F 2.53146 -1.04532 -0.36073 -0.21 0.14 0.20
F 1.28705 -0.88641 1.47272 0.16 0.11 -0.50
H -1.71647 1.38483 0.49901 0.01 -0.13 -0.01
H -2.95806 0.02658 0.80361 0.47 -0.01 -0.14
H 0.34477 -0.55575 -1.67828 0.15 -0.16 -0.70
H 0.64553 1.54129 0.64098 0.38 -0.59 -0.67
H 1.66959 1.40477 -0.89366 0.28 0.26 -0.31
```
Forces are in eV/Å.

natural (NBO) population analysis, charges in e, atoms 1 to 5:
1. C -0.484
2. C 0.416
3. F -0.333
4. C -0.363
5. C -0.466

[5]
The following is a DFT calculation (wB97M-V/def2-TZVPD) of 2 unconnected molecules or ions with the total composition C5H5F3IO4PS at a distorted geometry.

The calculation puts the HOMO-LUMO gap at 4.9 eV. As for the LUMO energy: -2.48 eV. As for the molar mass: 376.0 g/mol. The value obtained for the energy is -1831.0506 hartree. Its strongest force on any atom is 7.40 eV/A. The HOMO energy is -7.416 eV.

Geometry as XYZ:
```
20
Properties=species:S:1:pos:R:3:forces:R:3
C 4.33802 -0.36423 0.68085 -3.03 6.68 -0.98
C 4.03187 0.91569 0.50710 0.79 -5.82 0.82
P 3.21882 2.61829 0.22935 -0.10 -3.13 0.90
C 1.57720 2.68090 1.16478 -1.25 -1.19 0.62
C 0.58694 1.57711 0.46247 1.93 -2.17 -3.59
O 1.04573 0.91307 -0.52647 -1.56 3.30 4.39
I -1.42858 1.14880 1.14556 1.45 0.35 -0.28
H 4.26506 -1.51793 0.81106 0.58 2.65 -0.29
H 4.05344 3.65790 0.75572 -0.32 -0.63 -0.56
H 2.96596 2.70317 -1.17755 0.34 0.20 0.82
H 1.05845 3.71053 1.17974 1.10 -1.49 -0.04
H 1.73639 2.27794 2.25055 -0.10 0.99 -1.88
C -2.96281 -2.27389 -1.62949 0.46 0.02 -1.02
F -2.72259 -0.93396 -1.61815 -0.16 -0.42 0.23
F -3.58211 -2.53207 -2.81241 0.17 0.09 0.87
F -1.74181 -2.87096 -1.71245 -0.65 0.23 0.30
S -3.94836 -2.83785 -0.15273 -1.57 -1.00 1.67
O -5.20609 -2.09841 -0.23067 1.12 -0.01 -0.52
O -3.13139 -2.47743 1.00728 0.22 0.31 -0.99
O -4.10750 -4.27838 -0.32808 0.59 1.05 -0.47
```
Forces are in eV/Å.

natural (NBO) population analysis, charges in e, atoms 1 to 5:
1. C -0.023
2. C -0.440
3. P 0.982
4. C -0.812
5. C 0.369

[6]
The following is a DFT calculation (wB97M-V/def2-TZVPD) of 2 unconnected molecules or ions with the total composition C5H5F4N2 at a distorted geometry.

The calculation puts the HOMO-LUMO gap at 9.3 eV. As for the LUMO energy: -6.04 eV. As for the molar mass: 169.1 g/mol. For the energy above the lowest of the compared OMol25 structures with the same formula, charge and spin, the calculation gives 3.057 eV. The value obtained for the energy is -702.1206 hartree. Its strongest force on any atom is 6.22 eV/A. As for the net charge: +1. The HOMO energy is -15.337 eV.

Geometry as XYZ:
```
16
Properties=species:S:1:pos:R:3:forces:R:3
C -1.42524 -0.73836 -0.35762 1.32 -0.89 -1.41
C -0.08248 -0.79172 -0.48396 -0.62 -1.24 0.23
C -0.58276 1.09963 0.49888 -0.22 -1.75 -1.04
C 2.99019 -0.33634 0.16740 -2.12 -3.53 -0.78
C 1.83521 0.61598 0.42838 -1.01 1.27 -6.00
N -1.69863 0.48908 0.13745 -1.13 1.07 1.01
N 0.42748 0.31400 0.14215 2.73 0.03 0.89
F 2.98422 -0.87584 -1.04851 -0.57 0.39 -0.53
F 2.74921 -1.41830 1.00139 0.05 0.84 0.35
F 2.11824 1.54232 1.21097 -0.68 0.90 1.33
F 1.93948 1.63351 -1.40575 -0.06 -1.78 3.33
H -2.04106 -1.57004 -0.67112 -0.68 0.74 0.03
H 0.39544 -1.58401 -1.00230 1.10 -0.24 0.12
H -0.39800 1.97282 0.98314 -0.20 2.57 1.17
H 3.94343 0.02140 0.31028 1.93 1.62 0.95
H -2.62637 0.90211 0.16420 0.17 0.00 0.37
```
Forces are in eV/Å.

natural (NBO) population analysis, charges in e, atoms 1 to 5:
1. C -0.036
2. C -0.013
3. C 0.298
4. C 0.490
5. C 0.872

[7]
The following is a DFT calculation (wB97M-V/def2-TZVPD) of 2 unconnected molecules or ions with the total composition C5H5F4N2 at a distorted geometry.

The calculation puts the HOMO-LUMO gap (spin up / spin down) at 6.7 / 6.7 eV. As for the LUMO energy (spin up / spin down): -6.40 / -6.40 eV. As for the molar mass: 169.1 g/mol. For the energy above the lowest of the compared OMol25 structures with the same formula, charge and spin, the calculation gives 2.431 eV. The value obtained for the energy is -702.1436 hartree. Its strongest force on any atom is 5.78 eV/A. As for the net charge: +1. The HOMO energy (spin up / spin down) is -13.086 / -13.086 eV.

Geometry as XYZ:
```
16
Properties=species:S:1:pos:R:3:forces:R:3
C -0.77704 -1.46608 -1.07498 -0.92 -1.69 -1.36
C 0.50256 -1.01680 -1.04793 -0.83 -2.34 -1.76
C -0.65352 0.05256 0.50337 1.83 -0.48 -2.05
C 1.90287 2.43495 0.91033 -1.37 0.41 1.17
C 2.58233 1.36835 0.09971 -0.24 -2.20 -1.24
N -1.48760 -0.82644 -0.11036 0.57 0.15 -0.29
N 0.54326 -0.08703 -0.15262 1.18 3.87 4.12
F 1.98265 2.13091 2.21875 -0.47 -0.42 -0.50
F 0.57713 2.55635 0.51211 2.52 0.41 0.55
F 2.77491 1.62197 -1.14988 -0.14 -0.59 1.52
F 3.41796 0.55538 0.64854 -1.18 1.17 -0.94
H -1.24638 -2.19701 -1.75894 0.36 0.49 0.81
H 1.31527 -1.50090 -1.55732 0.33 0.53 -0.24
H -0.77438 0.84609 1.21819 -0.73 -0.40 0.15
H 2.53744 3.32808 0.82689 -0.64 0.41 -0.72
H -2.44689 -1.11291 -0.01829 -0.29 0.69 0.78
```
Forces are in eV/Å.

natural (NBO) population analysis, charges in e, atoms 1 to 5:
1. C -0.061
2. C -0.096
3. C 0.158
4. C 0.440
5. C 1.038

[8]
The following is a DFT calculation (wB97M-V/def2-TZVPD) of a molecular structure, C5H5FLi2O3 at a distorted geometry.

The calculation puts the HOMO-LUMO gap at 7.0 eV. As for the LUMO energy: -0.21 eV. As for the molar mass: 146.0 g/mol. For the energy above the lowest of the compared OMol25 structures with the same formula, charge and spin, the calculation gives 0.000 eV. The value obtained for the energy is -534.2749 hartree. Its strongest force on any atom is 1.12 eV/A. The HOMO energy is -7.234 eV.

Geometry as XYZ:
```
16
Properties=species:S:1:pos:R:3:forces:R:3
C 0.52290 -3.44030 0.50258 0.33 0.23 -0.12
C 1.29828 -2.33546 0.81752 0.03 -0.08 0.18
O 1.88804 -0.05441 0.63962 -0.41 0.42 0.03
C 1.02653 -0.96568 0.44587 0.94 -0.53 -0.05
O -0.56859 -3.48676 -0.15379 -0.25 0.23 -0.17
H 0.94456 -4.41428 0.82411 -0.18 0.24 0.01
H 2.23567 -2.51685 1.34420 -0.30 0.13 -0.16
C -0.81241 3.43532 -0.62762 -0.27 -0.04 0.69
C -1.14557 2.79080 0.49314 0.20 0.35 -0.45
O -0.07115 -0.63323 -0.16848 -0.87 0.47 -0.53
Li -1.18336 -1.91544 -0.85878 0.46 -0.29 0.51
Li 0.66396 1.20162 -0.19011 0.15 -0.81 0.29
F -1.51639 3.27853 -1.75737 0.18 -0.01 0.04
H -0.02789 4.19038 -0.71557 -0.16 -0.29 -0.07
H -2.01376 2.13004 0.52628 0.37 0.14 0.02
H -0.57835 3.00956 1.39923 -0.21 -0.15 -0.23
```
Forces are in eV/Å.

natural (NBO) population analysis, charges in e, atoms 1 to 5:
1. C 0.319
2. C -0.582
3. O -0.828
4. C 0.741
5. O -0.867

[9]
The following is a DFT calculation (wB97M-V/def2-TZVPD) of 2 unconnected molecules or ions with the total composition C5H5FN2 at a distorted geometry.

The calculation puts the HOMO-LUMO gap (spin up / spin down) at 9.0 / 9.0 eV. As for the LUMO energy (spin up / spin down): -2.87 / -2.87 eV. As for the molar mass: 112.1 g/mol. For the energy above the lowest of the compared OMol25 structures with the same formula, charge and spin, the calculation gives 3.966 eV. The value obtained for the energy is -402.7418 hartree. Its strongest force on any atom is 4.41 eV/A. The HOMO energy (spin up / spin down) is -11.863 / -11.875 eV.

Geometry as XYZ:
```
13
Properties=species:S:1:pos:R:3:forces:R:3
C 1.53177 -0.81705 0.44083 0.35 -0.30 -0.29
C 0.96505 1.47160 0.03857 0.51 0.84 0.39
C -1.39311 -0.21382 0.67161 2.37 3.36 0.33
C -0.69463 -0.22734 -0.67868 -0.37 2.67 -1.80
C 0.68264 0.11895 -0.27202 2.38 -1.98 -3.14
N 2.30191 -1.54344 0.90112 -0.72 0.44 -0.01
N 1.17707 2.49951 0.51178 -0.14 -0.19 -0.39
F 1.82318 -0.32173 -1.98232 -1.92 1.03 2.66
H -1.11127 0.74824 1.25451 -0.83 -1.43 -0.93
H -1.00309 -0.99406 1.22289 0.15 -1.92 1.36
H -2.38146 -0.22902 0.44350 -3.10 -0.28 0.12
H -0.81034 -1.19959 -1.17203 0.37 0.44 0.02
H -1.08771 0.70776 -1.37977 0.95 -2.68 1.68
```
Forces are in eV/Å.

natural (NBO) population analysis, charges in e, atoms 1 to 5:
1. C 0.213
2. C 0.204
3. C -0.588
4. C -0.426
5. C 0.241

[10]
The following is a DFT calculation (wB97M-V/def2-TZVPD) of 2 unconnected molecules or ions with the total composition C5H5FN2 at a distorted geometry.

The calculation puts the HOMO-LUMO gap (spin up / spin down) at 7.6 / 7.5 eV. As for the LUMO energy (spin up / spin down): -0.57 / -0.61 eV. As for the molar mass: 112.1 g/mol. For the energy above the lowest of the compared OMol25 structures with the same formula, charge and spin, the calculation gives 7.582 eV. The value obtained for the energy is -402.6089 hartree. Its strongest force on any atom is 4.17 eV/A. The HOMO energy (spin up / spin down) is -8.143 / -8.120 eV.

Geometry as XYZ:
```
13
Properties=species:S:1:pos:R:3:forces:R:3
C -1.08724 1.17334 -0.23400 1.73 -0.36 0.11
C -1.38086 -0.92001 0.11721 -0.99 -3.56 -0.04
C 0.15225 0.53598 -0.17266 -1.75 1.06 0.11
C 2.83166 -1.44320 -0.07823 -0.71 -0.39 0.48
C 1.46785 1.04981 -0.28316 0.71 0.81 0.83
N -0.10577 -0.76972 0.02284 0.74 -2.07 0.23
N -2.01525 0.24464 -0.07342 -3.84 1.55 -0.51
F 1.43114 2.34354 0.16325 -0.06 -1.03 -0.82
H -1.30306 2.13606 -0.49384 -0.61 2.37 -0.37
H -1.94865 -1.92215 0.21367 1.18 1.98 0.00
H 1.94580 -2.12875 0.23236 1.28 1.21 -0.11
H 3.08187 -0.76184 0.78463 -0.32 -0.67 -0.38
H -3.06972 0.46229 -0.19865 2.64 -0.91 0.47
```
Forces are in eV/Å.

natural (NBO) population analysis, charges in e, atoms 1 to 5:
1. C 0.023
2. C 0.171
3. C -0.185
4. C -0.264
5. C 0.452